41
Properties=species:S:1:pos:R:3:forces:R:3 method="wB97M-V/def2-TZVPD" homo_energy_ha="-0.536 / -0.536" spin_multiplicity=2 total_charge=+2
Sr 1.76769 -1.90195 2.53520 -0.732 0.524 -1.629
Sr 2.74467 -1.46513 -1.79146 -0.539 -1.079 1.085
C 1.11279 -5.35125 0.23231 1.085 0.065 -0.459
C 1.80683 -4.21253 -0.56373 -1.399 -3.894 -2.138
O 2.05925 -4.30539 -1.77947 0.216 0.279 0.291
O 1.98727 -3.14959 0.02414 1.152 4.790 3.511
H 1.64869 -6.29662 0.14752 -0.056 -0.004 -0.612
H 0.09934 -5.48203 -0.14706 0.042 0.009 0.200
H 1.16393 -5.18906 1.30897 -0.444 0.467 0.038
C -0.67784 0.27507 -4.08801 0.111 0.247 -0.800
C 0.43147 -0.65457 -3.66528 -2.078 1.382 1.777
O 0.38943 -1.20461 -2.50397 1.067 0.275 -2.460
O 1.56138 -0.71018 -4.25183 -0.395 -0.641 0.468
H -0.57015 1.17706 -3.48558 0.304 0.005 0.316
H -1.70396 -0.05793 -3.93216 0.261 -0.689 0.228
H -0.63615 0.64073 -5.11400 0.354 -0.349 -0.138
C 0.28049 1.76163 0.19578 -1.397 -0.618 1.039
C 0.68988 0.43907 0.86368 1.596 2.468 -1.520
O 0.34185 0.21976 2.02752 -0.301 -1.343 1.669
O 1.56897 -0.27713 0.30116 0.950 -1.531 -0.570
H 1.00559 2.57054 0.28518 0.416 -0.449 -0.080
H -0.55688 2.06951 0.82198 -0.189 0.380 -0.301
H -0.09654 1.65246 -0.82110 0.376 -0.092 -0.008
C 0.39998 2.09748 5.22730 -1.457 0.121 0.883
O 0.81095 2.48133 3.95148 1.026 -0.001 -0.596
H 0.87405 2.63795 6.04659 0.521 0.019 -0.425
H -0.65759 2.34186 5.32690 -0.259 -0.108 0.195
H 0.47735 1.02530 5.40771 0.297 -0.231 0.071
H 0.57779 1.76136 3.36083 -0.175 0.168 -0.173
O -1.96829 -0.50579 -0.89185 0.027 -0.130 -0.326
H -1.15992 -0.78067 -1.32455 0.263 -0.297 -0.123
H -2.16645 0.34905 -1.27420 -0.348 0.362 -0.262
O 1.85917 3.06019 -3.11121 0.050 -0.693 0.158
H 1.34694 3.07930 -3.91959 -0.019 0.251 -0.357
H 1.32869 3.54565 -2.47942 -0.071 0.348 0.194
O -3.83644 2.79392 0.72939 0.068 0.431 -0.523
H -4.58285 2.58469 1.29093 -0.197 -0.036 0.129
H -3.14207 2.20443 1.02363 0.065 -0.401 0.386
O -2.51655 0.38334 1.52547 -0.315 0.458 0.741
H -2.42355 0.10461 0.61448 -0.007 -0.491 -0.112
H -1.63925 0.28815 1.89630 0.130 0.025 0.232